Computed, not measured: a single C3H5NOS molecule, with ωB97M-V/def2-TZVPD.

```
11
C3H5NOS (ωB97M-V/def2-TZVPD)
N 1.55950 0.14959 -0.92291
C 0.28084 0.07359 -1.23813
O -0.14053 0.32736 -2.32625
C -0.66507 -0.35411 -0.04965
C -0.97148 0.74446 0.86269
S -0.11893 -0.60175 1.72710
H 2.17302 0.86544 -1.73064
H 1.83042 0.40386 0.11325
H -1.52374 -0.74924 -0.37855
H -0.23583 1.62317 0.94203
H -1.99906 1.03507 1.04125
```

**Structure (SMILES)**: NC(=O)[C@@H]1CS1



Computed, not measured: a molecular structure, C4H7NO, with ωB97M-V/def2-TZVPD.

```
13
C4H7NO (ωB97M-V/def2-TZVPD)
C -0.35080 0.03149 2.26927
N -0.47326 0.84696 1.06578
C -0.15790 0.29709 -0.01427
C -0.16557 0.65773 -1.48497
C 0.64386 -0.63723 -1.62011
O 0.39455 -0.95552 -0.22971
H 0.02054 -0.97917 2.06629
H -1.34041 -0.04648 2.73166
H 0.31078 0.50762 3.00156
H 0.30459 1.59836 -1.77162
H -1.15858 0.57976 -1.93718
H 0.25793 -1.41072 -2.28806
H 1.71425 -0.48991 -1.78864
```



Computed, not measured: a single C3H5N3O molecule, with ωB97M-V/def2-TZVPD.

```
12
C3H5N3O (ωB97M-V/def2-TZVPD)
O 0.75413 1.71156 -1.54141
C 1.27056 1.04173 -0.41818
C 0.27883 0.08268 0.15350
N 0.30153 -0.40643 1.43114
C -0.70444 -1.24644 1.43294
N -1.33642 -1.24281 0.13878
N -0.69276 -0.36104 -0.60841
H 0.20136 1.08027 -2.02367
H 1.52574 1.78907 0.33631
H 2.18791 0.48598 -0.66431
H -1.53290 -1.45448 2.04881
H -2.25355 -1.48009 -0.28551
```

**Structure (SMILES)**: OCc1nc[nH]n1



It is found that the relative energy (zero: lowest compared OMol25 entry of this formula, charge and spin) values, taken in the order of the records, are 193.59; 176.11; 207.49 kJ/mol.
It is found that the total energy values, taken in the order of the records, are -17563.2610; -7797.8191; -9708.4333 eV.
It is found that the Kohn-Sham gap values, taken in the order of the records, are 9.96; 10.58; 10.64 eV.